{
  "formula": "C56H113N6O18",
  "method": "wB97M-V/def2-TZVPD",
  "elements": ["C", "C", "C", "C", "C", "C", "N", "O", "C", "C", "C", "H", "H", "H", "H", "H", "H", "H", "H", "H", "H", "H", "H", "H", "H", "H", "H", "H", "H", "C", "C", "C", "C", "C", "C", "N", "O", "C", "C", "C", "H", "H", "H", "H", "H", "H", "H", "H", "H", "H", "H", "H", "H", "H", "H", "H", "H", "H", "C", "C", "C", "C", "C", "C", "N", "O", "C", "C", "C", "H", "H", "H", "H", "H", "H", "H", "H", "H", "H", "H", "H", "H", "H", "H", "H", "H", "H", "C", "C", "C", "N", "C", "C", "C", "C", "C", "H", "H", "H", "H", "H", "H", "H", "H", "H", "H", "H", "H", "H", "H", "H", "H", "H", "H", "C", "C", "C", "N", "C", "C", "C", "C", "C", "H", "H", "H", "H", "H", "H", "H", "H", "H", "H", "H", "H", "H", "H", "H", "H", "H", "H", "C", "C", "C", "N", "C", "C", "C", "C", "C", "H", "H", "H", "H", "H", "H", "H", "H", "H", "H", "H", "H", "H", "H", "H", "H", "H", "H", "O", "C", "O", "O", "H", "O", "C", "O", "O", "H", "O", "C", "O", "O", "H", "O", "C", "O", "O", "H", "O", "C", "O", "O", "H"],
  "positions_angstrom": [[2.8581, 1.7623, 12.2048], [2.7423, 1.5567, 13.7276], [1.3085, 0.9807, 13.9844], [1.0918, 0.2669, 15.2810], [2.0444, -0.9265, 15.3364], [3.5223, -0.4815, 15.1752], [3.7722, 0.4670, 14.0280], [5.0818, 0.8089, 13.6766], [4.3143, -1.8038, 14.9214], [4.1206, 0.1289, 16.4466], [3.0348, 2.9109, 14.4971], [3.8019, 2.1478, 11.8191], [2.0692, 2.3629, 11.7520], [2.8201, 0.7312, 11.8534], [1.0642, 0.3442, 13.1340], [0.5931, 1.8013, 14.0385], [0.1070, -0.1991, 15.3127], [1.0917, 0.8753, 16.1854], [1.8126, -1.5689, 14.4869], [1.9640, -1.6112, 16.1806], [5.3983, -1.7040, 14.8661], [3.9872, -2.2687, 13.9913], [4.1279, -2.6044, 15.6373], [5.1607, 0.3606, 16.2174], [4.0155, -0.5102, 17.3234], [3.5836, 1.0416, 16.7047], [4.1073, 3.0712, 14.3869], [2.6591, 2.9602, 15.5191], [2.5533, 3.7379, 13.9752], [-0.8205, 1.5605, 0.6875], [-1.0243, 2.8211, -0.0774], [-2.5366, 3.0162, -0.4184], [-3.4224, 3.5432, 0.7507], [-2.8362, 4.8033, 1.4030], [-1.3576, 4.6081, 1.8696], [-0.4887, 3.9042, 0.8061], [0.9501, 4.1583, 0.9158], [-1.3678, 3.8087, 3.1699], [-0.8294, 6.0201, 2.0505], [-0.2350, 2.7711, -1.3478], [-1.6620, 1.2839, 1.3225], [0.0825, 1.4795, 1.2926], [-0.9265, 0.7026, 0.0235], [-2.9993, 2.0715, -0.7039], [-2.6521, 3.6211, -1.3177], [-3.4366, 2.7245, 1.4701], [-4.3973, 3.7872, 0.3286], [-3.5393, 5.2795, 2.0863], [-2.8272, 5.5813, 0.6396], [-0.3532, 3.5861, 3.5002], [-2.0141, 2.9398, 3.0456], [-1.7930, 4.4530, 3.9394], [-0.6513, 6.5128, 1.0947], [0.0491, 6.1350, 2.6854], [-1.4350, 6.6611, 2.6911], [-0.5622, 2.0145, -2.0610], [0.7783, 2.4263, -1.1417], [-0.2198, 3.7224, -1.8797], [-4.6349, -7.0130, -7.5268], [-5.1302, -5.7895, -8.4057], [-5.8780, -4.8382, -7.4567], [-6.1314, -3.4174, -8.0524], [-4.8013, -2.7911, -8.3504], [-3.8976, -3.6126, -9.3296], [-3.8947, -5.0883, -9.0542], [-2.7253, -5.8372, -9.3282], [-2.4449, -3.1566, -9.3553], [-4.4048, -3.3324, -10.7693], [-6.1339, -6.3343, -9.4441], [-5.3900, -7.5254, -6.9308], [-3.8686, -6.6748, -6.8293], [-4.1471, -7.8195, -8.0743], [-5.2141, -4.6156, -6.6214], [-6.7365, -5.3683, -7.0442], [-6.6480, -2.8432, -7.2833], [-6.7085, -3.3415, -8.9740], [-4.1359, -2.6834, -7.4937], [-4.9415, -1.7794, -8.7311], [-1.8920, -3.4626, -8.4672], [-2.3300, -2.1145, -9.6534], [-1.8748, -3.6037, -10.1696], [-4.2025, -2.2993, -11.0519], [-5.4823, -3.4191, -10.9091], [-4.0330, -3.9823, -11.5616], [-5.6273, -6.7032, -10.3359], [-6.8282, -5.5412, -9.7213], [-6.7559, -7.1387, -9.0515], [-5.9534, -5.6586, 0.5458], [-5.2451, -6.7773, 1.3085], [-4.3965, -7.7102, 0.4271], [-3.1951, -8.2665, 1.1830], [-2.2888, -7.1673, 1.6326], [-3.5799, -9.2983, 2.2757], [-3.9320, -10.5601, 1.3368], [-2.8978, -10.6137, 0.2667], [-2.2683, -9.1914, 0.2978], [-5.3132, -5.0158, -0.0584], [-6.5394, -5.0479, 1.2326], [-6.6499, -6.0584, -0.1912], [-5.9136, -7.3952, 1.9078], [-4.6589, -6.2199, 2.0391], [-3.9761, -7.1895, -0.4332], [-4.9815, -8.5539, 0.0609], [-2.7526, -6.7826, 2.5409], [-2.2089, -6.4328, 0.8312], [-1.3577, -7.6146, 1.9806], [-2.7078, -9.3840, 2.9239], [-4.4227, -8.8416, 2.7944], [-3.8465, -11.5347, 1.8174], [-4.9619, -10.4466, 0.9985], [-2.1069, -11.2326, 0.6903], [-3.3169, -10.8815, -0.7033], [-1.3608, -9.3689, 0.8748], [-2.0665, -8.8181, -0.7062], [0.8749, 9.4743, -11.6142], [-0.6087, 9.0224, -11.5668], [-0.8924, 8.4702, -10.1822], [-2.3114, 7.8642, -9.9511], [-2.5253, 6.7553, -10.9359], [-3.3656, 9.0025, -10.1787], [-3.6502, 9.7443, -8.9014], [-2.8804, 8.9107, -7.8258], [-2.5515, 7.5462, -8.4312], [1.6634, 8.7663, -11.8695], [1.2079, 9.9330, -10.6832], [0.9644, 10.2495, -12.3752], [-0.6605, 8.2403, -12.3242], [-1.1768, 9.9112, -11.8415], [-0.7723, 9.3118, -9.5000], [-0.2516, 7.6192, -9.9514], [-3.4787, 6.3161, -10.6422], [-1.7620, 5.9792, -10.8809], [-2.5069, 6.9915, -11.9999], [-4.2714, 8.5839, -10.6174], [-3.0610, 9.6973, -10.9613], [-4.7311, 9.7465, -8.7612], [-3.4144, 10.8080, -8.8686], [-3.4624, 8.8024, -6.9106], [-1.9825, 9.4442, -7.5138], [-3.5175, 7.0433, -8.3874], [-1.7498, 6.9915, -7.9436], [7.4938, -0.3707, 3.6702], [8.3056, -1.0503, 2.5173], [7.8509, -2.4882, 2.1264], [8.6241, -3.0902, 0.9248], [8.2630, -2.4300, -0.4276], [8.3994, -4.6204, 0.8348], [9.7212, -5.2670, 0.4975], [10.7295, -4.1292, 0.3699], [10.0834, -3.0234, 1.1431], [7.5836, 0.6911, 3.8997], [7.6775, -0.9356, 4.5840], [6.4438, -0.4929, 3.4041], [9.3456, -1.0130, 2.8414], [8.2886, -0.4488, 1.6084], [6.7734, -2.5904, 1.9970], [8.0746, -3.2669, 2.8555], [8.6761, -2.8741, -1.3332], [8.5701, -1.4100, -0.1968], [7.1737, -2.4670, -0.4413], [7.5733, -4.7697, 0.1396], [7.9863, -5.0534, 1.7459], [9.7063, -5.8274, -0.4374], [10.1228, -6.0078, 1.1889], [10.9009, -3.8843, -0.6783], [11.7124, -4.3604, 0.7805], [10.5337, -2.0482, 0.9581], [10.1884, -3.2343, 2.2074], [5.1056, 9.1341, -2.9645], [4.0990, 8.7660, -3.7796], [2.9982, 8.7353, -3.2126], [4.2818, 8.7206, -5.0115], [4.5078, 9.0929, -2.2145], [-9.3086, 5.3697, -5.3990], [-9.7009, 6.0940, -6.4767], [-10.2327, 7.2251, -6.2917], [-9.5009, 5.6273, -7.6074], [-9.4533, 6.1198, -4.8177], [1.8874, -3.5673, 6.3219], [1.0726, -2.9935, 7.1514], [1.0504, -3.5752, 8.2659], [0.4509, -1.9946, 6.8623], [1.9541, -4.2144, 7.0278], [2.2588, -5.8883, -3.2252], [1.5930, -4.9539, -3.7999], [0.3902, -5.0636, -3.9932], [2.2412, -4.0440, -4.2301], [2.9091, -5.3180, -3.6417], [3.6968, 8.6259, 8.5558], [4.8760, 9.0077, 8.9293], [5.0413, 10.1748, 9.1853], [5.8291, 8.1733, 9.0065], [3.5360, 9.5370, 8.8123]],
  "forces_ev_per_a": [[0.48, -0.70, -0.25], [-0.76, 0.45, -0.57], [0.33, 0.93, 0.21], [-0.12, -1.92, 0.87], [0.59, 0.93, -0.86], [1.09, -2.78, 0.23], [5.38, 3.48, 0.25], [-7.11, -2.50, 1.91], [0.17, -0.22, -0.89], [-0.28, 1.16, -0.22], [0.27, -0.92, -0.61], [0.11, 0.19, 0.58], [-0.21, -0.18, 0.42], [-0.32, 0.15, -0.74], [-0.17, -0.07, 0.10], [0.24, 0.35, -0.72], [-0.33, 0.31, -0.30], [0.48, 0.31, -0.12], [-0.06, 0.03, -0.24], [0.12, 0.48, 0.35], [-0.08, 0.41, 0.01], [0.02, 0.24, -0.29], [-0.30, 0.53, 0.53], [-0.01, 0.02, 0.39], [0.11, -0.38, -0.38], [0.16, 0.22, -0.02], [0.00, 0.16, 0.50], [0.35, -0.36, 0.07], [-0.17, -0.28, -0.31], [-0.75, -2.26, 1.23], [-0.59, 0.62, -0.71], [-0.46, 0.77, 0.75], [1.18, 0.16, -0.41], [0.25, -0.56, -2.12], [-0.75, 1.30, 0.04], [6.31, 1.91, 1.76], [-8.94, -1.73, -1.01], [0.38, -0.03, -0.04], [1.21, 0.79, 0.84], [1.35, -0.10, -0.84], [-0.06, 0.71, 0.59], [0.08, 0.14, -0.36], [0.72, 0.14, -0.55], [0.59, -0.36, 0.01], [0.24, 0.40, 0.14], [-0.67, 0.09, 0.14], [-0.14, -0.37, 0.34], [0.59, -0.53, 0.94], [0.27, 0.01, -0.43], [-0.09, -0.38, -0.09], [0.38, -0.16, 0.32], [-0.16, 0.05, -0.13], [-0.04, 0.01, 0.11], [0.72, -0.75, -0.55], [-1.12, -0.33, -0.50], [-0.73, -0.01, 0.29], [0.21, 0.48, 0.09], [0.11, 0.05, 0.15], [1.15, 0.44, -0.40], [0.23, -2.00, 1.05], [0.93, 1.40, -0.59], [-0.06, -0.85, 0.51], [1.52, -0.43, 0.26], [0.35, 0.43, -1.44], [4.24, -3.67, -0.64], [-7.16, 4.33, 1.66], [0.92, -0.30, -0.34], [-1.14, -0.51, -0.94], [0.28, 0.69, -0.78], [-0.55, 0.62, -0.25], [-0.01, 0.19, 0.09], [-0.09, 0.26, -0.52], [0.02, -0.26, 0.29], [-0.12, 0.12, -0.35], [-0.06, 0.14, -0.15], [-0.39, -0.49, 0.14], [-0.43, 0.06, 0.58], [0.22, -0.13, -0.38], [-0.12, 0.53, 0.24], [-0.44, 0.26, 0.85], [-0.36, -0.57, -0.09], [0.37, -0.04, 0.30], [-0.24, -0.12, 0.53], [0.62, -0.08, 0.32], [-0.04, -0.03, 0.01], [0.09, 0.04, -0.28], [0.36, 0.01, 0.35], [-0.87, -0.55, -0.64], [0.44, 0.38, 0.10], [0.43, 0.18, 0.45], [1.68, -1.76, -1.23], [-0.87, -0.34, 1.33], [-0.55, 0.07, -2.06], [-0.63, 0.36, 2.22], [0.55, 1.74, 0.05], [-0.92, -0.79, -0.17], [0.44, -0.02, 0.42], [0.14, 0.02, -0.04], [-0.24, -0.15, 0.06], [-0.37, 0.19, -0.17], [0.44, -0.39, 0.02], [0.00, 0.06, 0.02], [0.08, 0.09, 0.02], [0.14, 0.61, -0.25], [0.29, -0.07, 0.27], [0.09, 0.24, -0.50], [-0.14, -0.27, -0.04], [0.08, -0.46, 0.23], [-0.55, 0.35, 0.73], [0.11, -0.03, -0.08], [-0.11, -0.57, -1.04], [0.44, -0.32, 0.14], [0.04, 0.93, -0.18], [-0.01, 0.60, 0.36], [0.30, 0.82, 0.01], [1.49, -0.62, -0.28], [-0.95, -0.21, 0.17], [0.14, 2.13, -0.45], [-0.44, -0.96, 0.77], [0.01, 0.12, -1.48], [-0.13, -0.83, 1.07], [0.29, 0.86, 0.36], [-1.04, 0.93, -0.96], [-0.53, -0.59, 0.07], [-0.17, 0.10, 0.13], [-0.02, 0.05, 0.01], [-0.59, 0.15, -0.14], [-0.36, -0.38, 0.14], [0.00, -0.42, 0.42], [0.35, 0.35, 0.13], [0.00, -0.12, -0.38], [0.17, 0.14, 0.69], [-0.33, 0.95, 0.35], [0.10, -0.60, 0.38], [0.66, -0.38, 0.00], [0.02, -0.33, 0.34], [0.59, -0.22, -0.28], [-0.03, -0.22, -0.10], [0.10, -0.02, -0.12], [0.31, -0.73, -0.29], [0.02, 0.05, -0.44], [-0.85, -1.43, -0.68], [0.24, 0.54, 0.15], [0.74, -0.16, 0.37], [-0.45, -0.80, -1.14], [-0.75, 0.39, 2.16], [-1.21, -0.12, 0.20], [1.09, -0.72, -1.02], [0.16, -0.09, -0.53], [0.97, 0.56, 1.07], [0.78, -0.10, -0.55], [-0.11, 0.10, 0.08], [-0.23, -0.04, 0.29], [0.14, -0.47, -0.15], [-0.27, 0.22, 0.02], [0.03, 0.28, -0.63], [0.13, 0.49, 0.58], [0.34, -0.10, 0.53], [0.00, 0.07, -0.97], [0.06, 0.05, -0.36], [0.36, 0.01, -0.41], [0.21, 0.65, 0.43], [-0.36, 0.13, -0.10], [-0.64, 0.21, 0.56], [-0.10, 0.25, 0.00], [-0.13, -0.04, 0.08], [-0.48, 0.11, -0.09], [0.25, 0.05, 0.12], [0.79, -0.54, 0.27], [-0.24, 1.60, -2.95], [-1.64, -0.95, 0.76], [0.36, -0.69, 0.33], [0.59, 0.47, 1.57], [0.11, 0.36, 0.48], [-0.77, 1.21, -3.00], [0.43, -0.61, 1.07], [0.36, -0.84, -0.09], [0.03, -0.15, 1.51], [1.99, -1.34, -3.00], [-2.62, 2.73, 2.79], [-0.09, -1.07, 1.45], [-1.04, 1.94, -1.31], [1.77, -2.27, 0.00], [1.55, -3.20, 2.10], [-7.19, 0.24, -1.32], [-3.03, -0.74, 0.41], [3.73, 4.53, -1.72], [4.77, -0.86, 0.60], [-2.07, -0.89, -0.47], [6.36, -4.14, 0.29], [-0.09, 3.72, 0.85], [-0.66, -0.33, -0.17], [-3.58, 1.56, -0.46]],
  "charge": 1,
  "e_lumo_ev": -6.105,
  "orbital_gap_ev": 0.841,
  "de_lowest_kcal_mol": 337.51,
  "multiplicity": 1,
  "total_energy_ha": -3883.1147,
  "e_homo_ev": -6.9
}